(1)
Here is a structure of composition C33H36BaCl2N4O6PS2 from the Open Molecules 2025 dataset. Energies are from ωB97M-V/def2-TZVPD.

The geometry in ORCA input format:
```
! RIJCOSX wB97M-V def2-TZVPD def2/J DEFGRID3
* xyz 1 1
Ba 0.35678 0.74524 1.36647
Cl 1.86729 -2.18148 -0.15098
Cl -0.03516 -2.63089 2.06371
S 0.17678 3.27128 2.77801
S -1.94584 0.71966 3.18807
P -1.53620 2.62718 3.57808
O -1.65624 2.91940 5.12908
O -6.26321 -2.64547 -3.52281
O -4.69590 -2.59486 -5.00207
O -2.65714 3.58763 2.99199
O 2.76927 0.64100 1.25581
O 5.10081 1.03984 3.02868
N 4.80707 -1.51688 2.10082
N -2.16977 0.89466 -0.39730
N -0.82772 -0.89052 -1.96984
N -5.15713 -2.33648 -3.90864
C 4.14264 0.30120 3.61493
C 2.43767 -0.15472 5.25128
C -3.82157 5.01563 4.58790
C -2.16363 -2.56434 -3.77664
C -3.96464 3.90974 3.56175
C -2.17154 -0.86214 -2.06002
C -4.20144 2.05375 0.17101
C 0.91904 -3.36583 0.75901
C 3.74492 1.01406 0.52944
C 3.13955 -1.90476 3.78616
C 5.16550 2.42211 3.36642
C 5.83610 0.58826 -0.72518
C -0.79625 -2.55499 -3.69568
C 3.70430 2.27944 -0.13273
C 2.34686 -1.47255 4.83838
C 4.00116 -1.02424 3.15756
C -4.32617 -1.54311 -2.98065
C -2.81748 1.85011 0.23681
C 5.72778 1.77608 -1.37759
C -4.27205 0.20228 -1.33260
C -2.87638 0.09885 -1.22510
C -0.17820 -1.68750 -2.78994
C 4.65198 2.63417 -1.04768
C -0.91045 2.46596 6.28540
C 4.89796 0.19588 0.27978
C -1.07300 0.97825 6.50747
C 5.22632 -0.97660 0.96813
C 0.53509 2.91677 6.20748
C -4.99526 -0.67003 -2.20239
C 3.32431 0.73029 4.65373
C -4.93976 1.19872 -0.59860
C -4.70611 2.69522 4.07524
C -2.89275 -1.67212 -2.96728
H -5.71163 3.00233 4.36500
H -4.78444 1.91778 3.31685
H -0.73951 0.73692 7.51829
H 1.82319 0.19379 6.07012
H -0.48212 0.39711 5.79851
H -6.07226 -0.60975 -2.26126
H 5.18026 -2.43777 2.28209
H 4.21737 2.91356 3.13181
H -2.11300 0.67573 6.40411
H -3.34936 4.65410 5.49913
H -2.23288 2.51757 0.85510
H -1.40273 3.00504 7.09976
H 3.39255 1.74559 5.01294
H 1.06632 2.38570 5.41771
H 0.59881 3.98456 6.00703
H 5.99534 -1.57909 0.49490
H -4.64925 2.86027 0.73251
H -3.23384 5.83939 4.18731
H -0.19264 -3.19579 -4.32240
H 1.60480 -4.07610 1.20756
H 0.90215 -1.65857 -2.74142
H 5.95892 2.83781 2.75204
H -4.81431 5.39162 4.83926
H 5.40946 2.55356 4.42225
H -4.48914 4.30873 2.68853
H 0.22693 -3.85359 0.08029
H 4.56927 3.59355 -1.54283
H -4.21866 2.26935 4.95184
H 1.02581 2.71328 7.16156
H 1.66462 -2.15843 5.31954
H 6.67002 -0.06958 -0.93597
H -6.01514 1.28910 -0.67734
H 3.07512 -2.92697 3.43325
H -2.67265 -3.21261 -4.47057
H 6.45343 2.07036 -2.12097
H 2.88791 2.95258 0.10110
*
```

Summary:
HOMO = -10.72 eV
frontier orbital gap = 0.27880 Eh

***

(2)
Here is a cluster of 2 separate species, C33H36Br2I2O6P2S2 in total from the Open Molecules 2025 dataset. Energies are from ωB97M-V/def2-TZVPD.

The geometry in ORCA input format:
```
! RIJCOSX wB97M-V def2-TZVPD def2/J DEFGRID3
* xyz 0 1
I -1.60406 -5.71379 -1.00646
I -1.85927 -2.85102 3.14647
Br -8.50505 2.68477 -2.44835
Br -8.06126 0.64592 0.19398
S -3.74451 1.38041 -6.17180
S 3.69642 -2.58709 -1.08477
P 2.65889 -1.12519 -0.28670
P -3.60382 1.87795 -4.28927
O 8.24518 0.48083 2.89863
O 5.20827 0.60173 2.87282
O -1.65256 -0.31695 -3.93414
O 1.48336 1.23920 -1.79408
O 6.68898 0.54877 5.53374
O -3.82812 -3.35834 -0.63760
C 0.13526 -0.78538 -1.61243
C -2.33676 -5.84261 2.04496
C 7.91203 1.60758 3.69662
C -1.29059 3.44148 -0.68093
C 1.27949 3.58607 -1.68141
C -1.59209 -3.62319 1.16145
C 7.33928 -0.60880 2.82814
C -4.15910 -1.23985 -1.65712
C -6.28862 -0.13262 -1.96050
C 7.00835 -0.55277 6.35951
C -3.31377 -2.32812 -1.01986
C 0.26261 -2.29940 0.25133
C -1.82405 -2.03719 -0.85253
C 7.78974 1.37601 5.19334
C -5.64634 0.73671 -2.82927
C -1.85652 -4.90788 0.93817
C -2.07868 -0.57337 -2.82089
C -1.20157 -1.13988 -1.73046
C 5.99817 -0.34421 2.16274
C 0.70150 2.33035 -1.49390
C -8.46298 0.25716 -4.10673
C -7.76044 -0.06056 -1.62735
C 0.79087 0.23019 -2.55085
C 0.87615 -1.39399 -0.59329
C 4.70781 1.66917 2.09177
C -4.29816 0.64745 -3.12560
C -8.63874 0.72208 -2.63335
C -5.49615 -1.11673 -1.36595
C -0.58696 2.28540 -0.98974
C -1.08101 -2.63951 0.16248
C 0.58245 4.72739 -1.36965
C -0.71160 4.68544 -0.85653
C -3.54018 -0.35537 -2.54107
H 3.16541 0.08743 -0.78030
H -1.09175 1.33732 -0.80964
H -1.50751 -5.90752 2.77019
H -3.20850 -5.44697 2.57356
H 8.72835 0.96655 5.58066
H 1.01900 5.71978 -1.49406
H -1.27825 5.57166 -0.58174
H 7.02848 2.10919 3.30014
H -6.23137 1.51296 -3.32116
H 6.90730 -0.27636 7.41355
H -2.47458 -6.86340 1.67240
H -8.17900 -1.07563 -1.59598
H 8.73793 2.31008 3.55278
H 1.51337 -0.32068 -3.17085
H -2.29404 3.33021 -0.26782
H -9.67722 0.50201 -2.35974
H 7.61879 2.34804 5.67136
H 2.29857 3.62971 -2.06655
H -2.28326 2.21928 -3.92817
H 7.20855 -1.06719 3.80880
H 2.89093 -1.19956 1.11136
H 4.68421 2.56726 2.71195
H -9.43627 0.09677 -4.57951
H 3.68332 1.44288 1.77479
H 5.43535 -1.28554 2.14890
H 0.07991 0.74079 -3.20372
H 5.33030 1.87842 1.21721
H -7.80157 -0.61374 -4.18952
H 6.30246 -1.35488 6.13877
H -4.41780 3.02602 -4.11069
H 0.86560 -2.78645 1.02280
H 7.84561 -1.36469 2.22134
H 6.16013 -0.03390 1.12500
H 8.01841 -0.92842 6.17155
H -7.99070 1.08606 -4.65311
H -5.99202 -1.78572 -0.65815
*
```

Summary:
HOMO = -8.57 eV
frontier orbital gap = 0.25949 Eh
SMILES = C/C(I)=C(\I)c1cc([PH2]=S)c(COc2ccccc2)c2c1C(=O)c1cc([C@@H](Br)[C@H](C)Br)cc([PH2]=S)c1C2=O.COCCOCCOC

***

(3)
Here is a structure of composition C33H36BrN3O3STi from the Open Molecules 2025 dataset. Energies are from ωB97M-V/def2-TZVPD.

The geometry in ORCA input format:
```
! RIJCOSX wB97M-V def2-TZVPD def2/J DEFGRID3
* xyz 2 1
Br -0.77027 -1.39039 2.08112
Ti 0.06375 -0.50202 -0.48076
S 3.01058 -1.10849 0.84828
O -0.43025 4.55692 -3.21846
O 1.66698 -0.35289 0.51572
O 0.19247 0.74561 -1.69586
N -1.37099 2.05191 -0.58282
N -1.17074 1.11448 0.39561
N -1.88238 -1.43346 -1.11276
C -2.07147 -1.06623 -2.55077
C -2.28160 0.35838 3.74536
C -3.64822 -0.61283 5.53111
C -1.36846 -1.37126 5.31856
C 3.02116 -1.07228 2.62119
C -2.41998 -0.57230 4.86998
C 5.57755 1.96877 0.67943
C 2.36232 5.28064 -1.05564
C 0.64174 -2.21031 -1.43973
C -1.65971 1.27588 1.56340
C 1.38383 5.38992 -2.02038
C 6.42395 1.56788 -0.36084
C 2.51264 4.09622 -0.33540
C 1.91783 -2.44699 -1.96907
C 7.56933 2.43456 -0.79792
C -0.29938 -3.23881 -1.49225
C 1.66085 3.04071 -0.58327
C -1.68780 -2.91289 -1.02898
C -3.83718 -1.47828 6.59521
C -2.79071 -2.28149 7.02807
C 0.64962 3.13789 -1.54297
C 5.12313 -0.45288 -0.60901
C -0.36923 2.04840 -1.67918
C -3.14979 -1.08171 -0.42430
C 0.03581 -4.49784 -1.97466
C -1.55452 -2.21888 6.39807
C -1.64646 0.23451 2.57962
C 2.25127 -3.68816 -2.48042
C 0.53015 4.32031 -2.27437
C 4.50957 1.19046 1.07531
C 4.29338 -0.02294 0.42374
C 1.31511 -4.72028 -2.46012
C 6.18337 0.34938 -0.99256
H 3.23296 -3.85711 -2.90361
H 3.01782 6.12048 -0.86654
H -2.92401 -1.61921 -2.94958
H 3.28798 4.00945 0.41217
H -1.18131 -1.30758 -3.12313
H 1.77525 2.11961 -0.02270
H 5.77101 2.90503 1.18796
H -2.27659 -0.00034 -2.61811
H -3.97234 -1.62591 -0.89287
H -1.85591 -3.21321 0.00738
H 7.72729 3.26593 -0.11426
H -2.80624 1.30655 3.85373
H -3.10082 -1.35568 0.62540
H 6.83932 0.02007 -1.78859
H 1.25787 6.29398 -2.60040
H -2.93293 -2.94473 7.87077
H -4.79430 -1.51501 7.09688
H -0.39215 -1.29926 4.85682
H -1.61268 2.98569 -0.26535
H -0.73283 -2.82350 6.75755
H -0.70131 -5.29162 -2.00246
H 4.95326 -1.40760 -1.09187
H 2.65265 -1.64817 -2.01254
H 2.32227 -1.82792 2.97300
H -2.16026 2.20488 1.83199
H 8.49162 1.85691 -0.85913
H -3.33479 -0.01550 -0.52744
H -0.70241 3.75417 -3.67338
H 2.73253 -0.07948 2.96140
H 3.86804 1.52523 1.88137
H -4.45747 0.03098 5.20788
H 1.57996 -5.69399 -2.85084
H -0.94437 2.16720 -2.59654
H -2.45296 -3.40640 -1.63471
H 4.03471 -1.31803 2.93520
H 7.37639 2.84385 -1.79129
*
```

Summary:
HOMO = -13.43 eV
frontier orbital gap = 0.26422 Eh

***

We obtain molecular weight values of 888.0; 1068.3; 682.5 Da for the records listed above, in that order.
We obtain E values of -109746.61073; -243621.44349; -149397.85773 eV for the records listed above, in that order.